{
  "formula": "C31H51N4O2PdTe",
  "method": "ωB97M-V/def2-TZVPD",
  "symbols": ["Pd", "C", "C", "N", "C", "C", "C", "C", "N", "H", "H", "H", "H", "H", "H", "H", "H", "H", "H", "H", "H", "H", "H", "C", "C", "C", "C", "H", "H", "H", "H", "H", "H", "H", "H", "H", "C", "C", "C", "C", "C", "H", "H", "H", "H", "H", "H", "H", "H", "H", "H", "C", "C", "C", "C", "C", "C", "C", "O", "C", "C", "C", "H", "H", "H", "H", "H", "H", "H", "H", "H", "H", "H", "H", "Te", "N", "C", "O", "C", "C", "C", "N", "C", "C", "H", "H", "H", "H", "H", "H"],
  "xyz": [[0.01, -0.51, 0.13], [2.28, -3.46, 5.14], [0.85, -3.00, 5.45], [0.44, -1.84, 4.69], [0.54, -0.54, 5.32], [1.91, 0.13, 5.22], [0.06, -1.94, 3.37], [-0.34, -3.30, 2.86], [-0.02, -0.97, 2.55], [2.50, -4.34, 5.74], [3.00, -2.68, 5.38], [2.40, -3.71, 4.09], [0.78, -2.74, 6.51], [0.17, -3.83, 5.26], [0.29, -0.68, 6.38], [-0.21, 0.12, 4.89], [2.68, -0.44, 5.72], [1.85, 1.12, 5.68], [2.20, 0.26, 4.18], [-1.10, -3.74, 3.49], [0.51, -3.97, 2.79], [-0.73, -3.16, 1.85], [0.25, -0.06, 2.91], [-4.48, -1.50, 0.29], [-3.08, -1.53, -0.34], [-3.20, -1.32, -1.84], [-2.17, -0.49, 0.32], [-5.13, -2.24, -0.19], [-4.93, -0.52, 0.19], [-4.42, -1.74, 1.35], [-2.68, -2.54, -0.15], [-3.69, -0.37, -2.05], [-3.79, -2.12, -2.30], [-2.22, -1.31, -2.31], [-2.29, -0.57, 1.41], [-2.51, 0.52, 0.01], [4.56, -0.24, 0.02], [3.37, -1.12, 0.46], [3.28, -1.12, 1.99], [3.69, -2.56, 0.00], [2.11, -0.60, -0.18], [5.46, -0.52, 0.56], [4.35, 0.81, 0.21], [4.75, -0.36, -1.04], [4.19, -1.54, 2.43], [2.43, -1.72, 2.30], [3.16, -0.10, 2.35], [4.67, -2.88, 0.35], [3.67, -2.63, -1.09], [2.94, -3.25, 0.38], [2.33, -0.19, -1.17], [-2.51, 1.18, -8.01], [-1.82, 1.02, -6.69], [-2.30, 1.63, -5.53], [-1.67, 1.49, -4.31], [-2.21, 2.23, -3.13], [-0.51, 0.67, -4.20], [0.11, 0.41, -2.95], [-0.30, 0.75, -1.82], [0.00, 0.06, -5.39], [1.22, -0.80, -5.37], [-0.66, 0.26, -6.58], [-3.37, 1.85, -7.92], [-2.86, 0.21, -8.37], [-1.83, 1.58, -8.76], [-3.19, 2.24, -5.60], [-3.13, 2.76, -3.38], [-1.47, 2.95, -2.77], [-2.40, 1.55, -2.30], [1.05, -0.17, -3.01], [1.11, -1.63, -4.67], [2.11, -0.23, -5.10], [1.39, -1.22, -6.37], [-0.26, -0.21, -7.48], [0.30, -2.73, -0.95], [-1.63, 6.31, 1.90], [-0.48, 5.81, 1.27], [0.38, 6.60, 0.87], [-0.36, 4.37, 1.21], [0.73, 3.79, 0.51], [0.88, 2.44, 0.47], [0.05, 1.56, 1.08], [-0.99, 2.11, 1.75], [-1.24, 3.45, 1.83], [-1.73, 7.31, 1.80], [-2.49, 5.81, 1.75], [1.43, 4.45, 0.03], [1.72, 1.99, -0.05], [-1.64, 1.41, 2.26], [-2.09, 3.79, 2.41]],
  "charge": -1,
  "de_lowest_ev": 3.090,
  "homo_ev": [-2.40, -2.41],
  "total_energy_ev": -53801.2490,
  "max_force_ev_per_a": 3.2,
  "spin_multiplicity": 1
}

{
  "formula": "C6H11N2O2",
  "method": "ωB97M-V/def2-TZVPD",
  "symbols": ["C", "C", "C", "C", "C", "C", "N", "N", "O", "O", "H", "H", "H", "H", "H", "H", "H", "H", "H", "H", "H"],
  "xyz": [[2.54, -0.08, 0.21], [-1.72, 0.40, -1.30], [-1.61, -0.50, 1.03], [-2.45, 1.36, -0.39], [-2.06, 0.89, 0.95], [2.91, -0.47, -1.18], [-1.71, 2.08, 0.64], [-0.98, -0.44, -0.29], [3.50, -0.42, 1.03], [1.44, 0.32, 0.54], [-2.50, -0.22, -1.86], [-1.06, 0.79, -1.98], [-0.86, -0.90, 1.81], [-2.41, -1.18, 1.14], [-3.32, 1.87, -0.75], [2.48, -1.40, -1.32], [3.97, -0.59, -1.37], [2.34, 0.06, -1.92], [-0.80, 2.60, 0.61], [3.26, -0.18, 1.99], [0.04, -0.40, -0.08]],
  "charge": 1,
  "de_lowest_ev": 4.686,
  "homo_ev": -13.66,
  "total_energy_ev": -13465.4468,
  "max_force_ev_per_a": 3.5,
  "spin_multiplicity": 1
}

{
  "formula": "C44H75CrN11P",
  "method": "ωB97M-V/def2-TZVPD",
  "symbols": ["Cr", "C", "N", "C", "C", "N", "C", "C", "N", "C", "C", "N", "C", "N", "C", "C", "C", "N", "C", "H", "H", "H", "H", "H", "H", "H", "H", "H", "H", "H", "H", "H", "H", "H", "H", "H", "H", "H", "H", "H", "H", "H", "H", "C", "N", "C", "N", "C", "N", "C", "N", "C", "C", "H", "H", "H", "H", "H", "H", "H", "H", "H", "H", "H", "H", "C", "C", "C", "C", "C", "C", "C", "C", "N", "H", "H", "H", "H", "H", "H", "C", "C", "C", "C", "C", "C", "P", "C", "C", "C", "C", "C", "C", "C", "C", "C", "C", "C", "C", "H", "H", "H", "H", "H", "H", "H", "H", "H", "H", "H", "H", "H", "H", "H", "H", "H", "H", "H", "H", "H", "H", "H", "H", "H", "H", "H", "H", "H", "H", "H", "H", "H"],
  "xyz": [[-0.65, 0.87, 0.35], [-0.96, -0.11, 5.04], [0.14, 0.74, 4.61], [0.62, 1.75, 5.55], [1.22, 2.84, 4.66], [0.78, 2.46, 3.33], [1.33, 3.16, 2.20], [0.23, 1.22, 3.33], [-0.10, 0.57, 2.25], [-0.30, -0.88, 2.26], [-0.17, -1.38, 0.80], [-1.42, -1.28, 0.09], [-2.10, -2.23, -0.45], [-3.26, -1.93, -1.12], [-3.57, -0.57, -1.50], [-3.70, -3.07, -1.91], [-3.00, -4.22, -1.21], [-1.86, -3.58, -0.54], [-1.21, -4.37, 0.49], [-1.04, -0.03, 6.12], [-0.78, -1.15, 4.80], [-1.91, 0.21, 4.60], [1.36, 1.31, 6.22], [-0.21, 2.13, 6.16], [2.31, 2.84, 4.71], [0.86, 3.84, 4.91], [0.95, 4.18, 2.17], [1.05, 2.65, 1.28], [2.42, 3.21, 2.28], [-1.30, -1.15, 2.62], [0.45, -1.36, 2.88], [0.30, -2.36, 0.77], [0.53, -0.66, 0.28], [-3.63, 0.05, -0.61], [-4.54, -0.57, -2.01], [-2.81, -0.16, -2.17], [-3.38, -2.97, -2.96], [-4.79, -3.16, -1.88], [-2.65, -4.99, -1.89], [-3.66, -4.68, -0.46], [-1.36, -5.42, 0.25], [-1.63, -4.18, 1.48], [-0.14, -4.19, 0.52], [3.11, -1.22, -0.19], [4.54, -1.41, -0.32], [5.10, -0.31, -1.11], [4.81, 0.99, -0.50], [3.36, 1.13, -0.38], [2.76, 0.07, 0.44], [3.40, 0.09, 1.77], [4.85, -0.07, 1.68], [5.13, -1.35, 1.02], [5.39, 1.01, 0.85], [2.70, -2.03, 0.42], [2.64, -1.25, -1.18], [4.66, -0.33, -2.11], [6.18, -0.43, -1.18], [2.91, 1.09, -1.37], [3.14, 2.10, 0.07], [2.99, -0.73, 2.37], [3.18, 1.04, 2.26], [4.72, -2.16, 1.63], [6.21, -1.48, 0.94], [6.47, 0.88, 0.77], [5.17, 1.97, 1.32], [-1.98, 2.46, 0.47], [-1.50, 3.84, 0.72], [-0.61, 4.46, -0.16], [-0.16, 5.75, 0.04], [-0.57, 6.46, 1.17], [-1.44, 5.85, 2.08], [-1.89, 4.57, 1.85], [-0.09, 7.79, 1.40], [0.31, 8.85, 1.58], [-2.44, 2.44, -0.53], [-2.77, 2.22, 1.19], [-0.27, 3.91, -1.03], [0.52, 6.21, -0.66], [-1.77, 6.40, 2.95], [-2.59, 4.11, 2.55], [-2.79, -2.43, -6.78], [-2.26, -3.33, -5.67], [-1.07, -2.67, -4.96], [-1.21, -1.13, -4.92], [-2.70, -0.79, -4.85], [-3.36, -1.13, -6.19], [-0.23, -0.42, -3.49], [-0.03, 1.39, -3.95], [-1.16, 2.18, -3.27], [-1.17, 3.63, -3.74], [-1.55, 3.71, -5.23], [-1.14, 2.44, -5.99], [0.14, 1.83, -5.42], [1.53, -1.03, -3.80], [2.05, -1.03, -5.25], [3.20, -2.03, -5.44], [4.07, -2.09, -4.18], [3.27, -2.73, -3.04], [1.77, -2.39, -3.13], [-3.55, -2.95, -7.37], [-1.96, -2.20, -7.46], [-1.95, -4.29, -6.08], [-3.07, -3.54, -4.96], [-0.15, -2.94, -5.48], [-0.99, -3.05, -3.93], [-0.82, -0.70, -5.85], [-2.87, 0.27, -4.62], [-3.16, -1.37, -4.04], [-3.22, -0.31, -6.90], [-4.44, -1.23, -6.04], [0.90, 1.65, -3.42], [-1.02, 2.08, -2.19], [-2.13, 1.75, -3.51], [-0.17, 4.06, -3.59], [-1.87, 4.22, -3.14], [-1.07, 4.58, -5.67], [-2.63, 3.86, -5.33], [-0.98, 2.69, -7.04], [-1.94, 1.70, -5.96], [0.93, 2.58, -5.48], [0.45, 0.99, -6.05], [2.12, -0.29, -3.23], [2.41, -0.03, -5.50], [1.26, -1.29, -5.95], [3.80, -1.74, -6.31], [2.81, -3.03, -5.63], [4.38, -1.08, -3.91], [4.98, -2.67, -4.37], [3.68, -2.42, -2.08], [3.38, -3.82, -3.08], [1.32, -2.39, -2.13], [1.25, -3.16, -3.70]],
  "charge": 1,
  "homo_ev": [-10.28, -10.25],
  "total_energy_ev": -100940.4776,
  "max_force_ev_per_a": 1.2,
  "spin_multiplicity": 5
}